(1)
{
  "formula": "C17H20ClN3O4",
  "method": "ωB97M-V with the def2-TZVPD basis set",
  "symbols": ["C", "O", "C", "C", "C", "Cl", "C", "C", "C", "O", "C", "C", "C", "C", "C", "O", "N", "C", "C", "N", "C", "C", "C", "N", "O", "H", "H", "H", "H", "H", "H", "H", "H", "H", "H", "H", "H", "H", "H", "H", "H", "H", "H", "H", "H"],
  "xyz": [[1.6483, 2.1506, 2.8798], [0.5869, 2.6642, 2.1073], [-0.4671, 1.8583, 1.8204], [-0.6396, 0.5895, 2.3605], [-1.7724, -0.1503, 2.0596], [-1.9366, -1.7321, 2.7363], [-2.7592, 0.3522, 1.2341], [-2.5715, 1.5990, 0.6640], [-1.4364, 2.3523, 0.9218], [-1.3293, 3.5576, 0.2703], [-0.0657, 3.8667, -0.3042], [0.5335, 2.6496, -0.9281], [0.0271, 1.7586, -1.8337], [0.9941, 0.7222, -1.8609], [0.9715, -0.5099, -2.7084], [1.4271, -0.5070, -3.8346], [0.3651, -1.5734, -2.1467], [-0.1169, -1.6530, -0.7895], [0.7614, -2.6134, 0.0130], [0.7538, -3.9161, -0.6261], [1.4553, -4.9075, 0.1588], [1.2814, -3.8156, -1.9759], [0.4109, -2.8651, -2.7968], [1.9793, 0.9980, -1.0466], [1.7025, 2.1870, -0.4641], [2.3853, 2.9502, 2.9256], [2.0967, 1.2741, 2.4040], [1.3213, 1.9002, 3.8932], [0.0964, 0.1703, 3.0260], [-3.6446, -0.2234, 1.0212], [-3.3078, 2.0118, -0.0065], [0.6270, 4.2662, 0.4439], [-0.2812, 4.6302, -1.0569], [-0.8837, 1.8197, -2.3892], [-0.1253, -0.6674, -0.3246], [-1.1407, -2.0419, -0.8101], [0.3548, -2.7163, 1.0211], [1.7819, -2.1935, 0.0824], [2.5220, -4.6697, 0.2923], [1.3735, -5.8742, -0.3355], [0.9881, -4.9774, 1.1399], [1.2646, -4.8080, -2.4310], [2.3225, -3.4452, -1.9797], [0.8225, -2.7264, -3.7973], [-0.6060, -3.2633, -2.8633]],
  "gap_ev": 9.37,
  "multiplicity": 1,
  "energy_ha": -1585.160953,
  "fmax_ha_per_bohr": 0.0245,
  "e_above_lowest_kj_mol": 292.6,
  "mol_weight_g_mol": 365.82
}

***

(2)
{
  "formula": "H10O5",
  "method": "ωB97M-V with the def2-TZVPD basis set",
  "symbols": ["O", "H", "H", "O", "H", "H", "O", "H", "H", "O", "H", "H", "O", "H", "H"],
  "xyz": [[0.2218, -1.7361, 1.2077], [1.0365, -2.1257, 1.6021], [-0.5239, -2.2923, 1.5414], [2.7381, 1.2170, 0.4499], [2.4473, 0.6375, -0.2610], [3.6001, 1.3628, 0.1098], [-1.6989, 0.1204, 1.1632], [-0.9199, -0.4275, 1.0816], [-1.8429, 0.6042, 0.3878], [0.6873, -0.1782, -1.0683], [-0.2010, 0.1491, -1.3126], [0.5097, -0.8580, -0.4776], [-1.7977, 0.9056, -1.4108], [-2.6555, 0.8252, -1.7766], [-1.6011, 1.7960, -1.2365]],
  "gap_ev": 11.02,
  "multiplicity": 1,
  "energy_ha": -382.176857,
  "fmax_ha_per_bohr": 0.0568,
  "e_above_lowest_kj_mol": 124.2,
  "mol_weight_g_mol": 90.07
}

***

(3)
{
  "formula": "C5H7NS",
  "method": "ωB97M-V with the def2-TZVPD basis set",
  "symbols": ["S", "C", "C", "C", "N", "C", "C", "H", "H", "H", "H", "H", "H", "H"],
  "xyz": [[2.8813, -0.2951, -0.1442], [1.2276, -0.1771, 0.0665], [0.6219, 1.1643, 0.2110], [-0.8432, 1.0591, -0.2941], [-1.0645, -0.3993, -0.6062], [-0.7462, -1.4017, 0.5074], [0.2438, -1.2051, -0.5002], [1.1733, 1.7509, -0.5660], [0.7539, 1.8609, 1.2472], [-1.2530, 1.8853, -1.1169], [-1.6092, 1.0543, 0.5598], [-0.7304, -1.1051, 1.6382], [-1.2615, -2.3856, 0.2339], [0.6062, -1.8058, -1.2363]],
  "gap_ev": 8.15,
  "multiplicity": 1,
  "energy_ha": -647.517460,
  "fmax_ha_per_bohr": 0.1235,
  "e_above_lowest_kj_mol": 366.5,
  "mol_weight_g_mol": 113.18
}

***

(4)
{
  "formula": "C5H16N3PS",
  "method": "ωB97M-V with the def2-TZVPD basis set",
  "symbols": ["C", "N", "P", "S", "N", "C", "C", "H", "H", "H", "H", "H", "H", "H", "H", "H", "H", "H", "C", "N", "C", "H", "H", "H", "H", "H"],
  "xyz": [[2.3559, 1.0334, 0.5879], [1.1330, 0.4117, -0.0497], [-0.1088, 1.1561, -0.9217], [0.9775, 2.3889, -2.3272], [-0.4406, -0.2482, -1.7797], [0.5948, -0.7579, -2.7857], [-1.6733, -0.3233, -2.6131], [2.5861, 1.8590, 0.0365], [2.2123, 1.4344, 1.7182], [3.1438, 0.3385, 0.6953], [0.6241, -0.2163, 0.5580], [0.6857, 3.4904, -1.6186], [1.4164, -0.2064, -2.5897], [0.7106, -1.7849, -2.3775], [0.3435, -0.7278, -3.8902], [-2.0720, -1.3213, -2.8781], [-2.5119, 0.1353, -1.8665], [-1.7642, 0.3229, -3.4566], [-1.0878, 0.6837, 2.5521], [-0.2809, -0.2650, 2.5215], [-0.2733, -1.3764, 3.3929], [-1.0912, 1.5034, 1.7492], [-1.9318, 0.6723, 3.1631], [-0.8832, -1.2723, 4.2525], [-0.6922, -2.1680, 2.9612], [0.6789, -1.6555, 3.7218]],
  "gap_ev": 8.60,
  "multiplicity": 1,
  "energy_ha": -1103.811092,
  "fmax_ha_per_bohr": 0.1124,
  "e_above_lowest_kj_mol": 228.6,
  "mol_weight_g_mol": 181.25
}

***

(5)
{
  "formula": "C6H8N2O2",
  "method": "ωB97M-V with the def2-TZVPD basis set",
  "symbols": ["C", "C", "C", "C", "N", "O", "O", "H", "H", "H", "H", "H", "C", "C", "N", "H", "H", "H"],
  "xyz": [[-0.8810, 2.9043, 1.1024], [-0.8602, 2.3040, -0.2549], [0.3926, 1.5130, -0.2830], [1.3903, 0.8337, -0.0967], [2.2829, -0.1869, 0.2355], [1.8608, -1.0590, 0.9775], [3.4183, -0.0327, -0.1563], [-1.9083, 3.4929, 1.1443], [0.0781, 3.5135, 1.2950], [-0.7600, 2.1090, 1.9513], [-0.7602, 3.1778, -0.8743], [-1.6407, 1.6718, -0.6875], [-0.1305, -3.7809, -0.6964], [-0.9831, -2.6455, -0.9067], [-1.7699, -1.8184, -0.8573], [0.7704, -3.3097, -0.2800], [0.0585, -4.2896, -1.6316], [-0.5583, -4.3972, 0.0188]],
  "gap_ev": 9.88,
  "multiplicity": 1,
  "energy_ha": -493.189690,
  "fmax_ha_per_bohr": 0.0669,
  "e_above_lowest_kj_mol": 675.2,
  "mol_weight_g_mol": 140.14
}

***

(6)
{
  "formula": "C24H70NO9",
  "method": "ωB97M-V with the def2-TZVPD basis set",
  "symbols": ["C", "C", "C", "C", "C", "C", "N", "H", "H", "H", "H", "H", "H", "H", "H", "H", "H", "H", "H", "H", "H", "H", "H", "C", "C", "O", "H", "H", "H", "H", "H", "H", "C", "C", "O", "H", "H", "H", "H", "H", "H", "C", "C", "O", "H", "H", "H", "H", "H", "H", "C", "C", "O", "H", "H", "H", "H", "H", "H", "C", "C", "O", "H", "H", "H", "H", "H", "H", "C", "C", "O", "H", "H", "H", "H", "H", "H", "C", "C", "O", "H", "H", "H", "H", "H", "H", "C", "C", "O", "H", "H", "H", "H", "H", "H", "C", "C", "O", "H", "H", "H", "H", "H", "H"],
  "xyz": [[-2.8565, -1.5559, -0.7961], [-2.2560, -2.2282, 0.4400], [-1.2825, -3.3720, 0.1291], [0.1714, -2.9921, -0.2239], [0.3865, -1.7509, -1.0989], [0.3757, -0.3976, -0.4077], [1.1650, -0.3802, 0.8837], [-3.8683, -1.2165, -0.5981], [-2.8938, -2.2453, -1.6367], [-2.2765, -0.7045, -1.1280], [-1.7802, -1.5017, 1.1014], [-3.0775, -2.6522, 1.0102], [-1.7238, -4.0151, -0.6261], [-1.2324, -3.9883, 1.0263], [0.7475, -2.9757, 0.7037], [0.5802, -3.8188, -0.7995], [-0.3429, -1.6943, -1.8989], [1.3595, -1.8443, -1.5806], [0.8434, 0.3184, -1.0737], [-0.6115, -0.0192, -0.1887], [1.8342, 0.4009, 0.8884], [1.7138, -1.2262, 1.0451], [0.5265, -0.2215, 1.6638], [-3.7361, 2.1982, -3.0912], [-2.3082, 1.7631, -3.3557], [-2.1946, 0.3355, -3.4229], [-4.0996, 1.7660, -2.1578], [-3.8071, 3.2839, -3.0246], [-4.3987, 1.8587, -3.8906], [-1.6555, 2.0916, -2.5478], [-1.9402, 2.1995, -4.2887], [-2.7580, 0.0309, -4.1433], [1.4368, 4.4605, 0.2638], [0.0137, 3.9593, 0.1258], [-0.1480, 3.1596, -1.0529], [1.7178, 5.0486, -0.6090], [1.5513, 5.0798, 1.1531], [2.1411, 3.6237, 0.3308], [-0.6782, 4.7941, 0.0402], [-0.2735, 3.3665, 1.0043], [0.4648, 2.4211, -0.9826], [-3.1511, -6.3098, 2.7669], [-3.2739, -5.5245, 4.0600], [-2.6779, -6.2104, 5.1543], [-3.6159, -7.2899, 2.8703], [-3.6298, -5.7799, 1.9395], [-2.1013, -6.4766, 2.5116], [-4.3194, -5.3746, 4.3238], [-2.8063, -4.5367, 3.9531], [-1.7473, -6.3505, 4.9479], [-1.1592, -7.7274, -1.8386], [-1.2904, -6.9628, -0.5396], [-0.6766, -7.6666, 0.5417], [-1.6203, -8.7120, -1.7577], [-1.6362, -7.1784, -2.6492], [-0.1085, -7.8811, -2.0953], [-2.3385, -6.8212, -0.2762], [-0.8241, -5.9773, -0.6341], [0.2525, -7.7828, 0.3141], [4.3121, 6.3433, -2.6097], [4.1724, 7.1743, -1.3472], [4.7488, 6.5073, -0.2240], [3.8316, 5.3723, -2.4794], [3.8589, 6.8459, -3.4651], [5.3649, 6.1606, -2.8368], [3.1214, 7.3397, -1.1148], [4.6520, 8.1497, -1.4735], [5.6819, 6.3700, -0.4210], [-3.6596, -3.7998, -4.5848], [-3.1097, -4.7837, -3.5707], [-1.6867, -4.6996, -3.4710], [-3.2184, -3.9790, -5.5651], [-4.7435, -3.8852, -4.6670], [-3.4153, -2.7732, -4.2962], [-3.3384, -5.8060, -3.8661], [-3.5566, -4.6072, -2.5848], [-1.4692, -3.7994, -3.2043], [5.9731, -0.1579, 2.0113], [4.6165, -0.3823, 1.3843], [4.1937, 0.7325, 0.5853], [5.9659, 0.7335, 2.6359], [6.2598, -1.0105, 2.6256], [6.7322, -0.0159, 1.2387], [3.8611, -0.5130, 2.1634], [4.6294, -1.2828, 0.7588], [4.8536, 0.8514, -0.1079], [3.8266, 2.4680, 6.2745], [4.7360, 1.7544, 5.2940], [4.1454, 0.5446, 4.8064], [3.5916, 1.8177, 7.1169], [4.2957, 3.3760, 6.6533], [2.8824, 2.7436, 5.7972], [5.6678, 1.4657, 5.7759], [4.9773, 2.4081, 4.4491], [3.3196, 0.7839, 4.3727], [-3.1926, 8.2464, -0.9740], [-2.6823, 7.3603, 0.1462], [-1.2612, 7.4260, 0.2700], [-2.7359, 7.9611, -1.9221], [-4.2763, 8.1720, -1.0703], [-2.9357, 9.2912, -0.7868], [-2.9262, 6.3170, -0.0520], [-3.1439, 7.6418, 1.0979], [-1.0251, 8.3409, 0.4590]],
  "charge": 1,
  "gap_ev": 8.69,
  "multiplicity": 1,
  "energy_ha": -1687.985878,
  "fmax_ha_per_bohr": 0.0181,
  "mol_weight_g_mol": 516.82
}

***

(7)
{
  "formula": "C5H6O",
  "method": "ωB97M-V with the def2-TZVPD basis set",
  "symbols": ["O", "C", "C", "C", "C", "C", "H", "H", "H", "H", "H", "H"],
  "xyz": [[2.0673, 0.3472, 0.7204], [0.9148, -0.0936, 0.2843], [-0.0024, -1.2425, -0.0334], [-1.1421, -0.1802, -0.1341], [-0.2550, 1.0010, 0.3614], [0.9151, 1.1103, -0.4471], [-0.1608, -1.9200, 0.8095], [0.2468, -1.8209, -0.9281], [-1.5716, -0.0556, -1.1323], [-1.9473, -0.3755, 0.5776], [-0.5714, 1.6770, 1.1542], [1.5067, 1.5528, -1.2324]],
  "gap_ev": 9.59,
  "multiplicity": 1,
  "energy_ha": -269.177660,
  "fmax_ha_per_bohr": 0.0072,
  "e_above_lowest_kj_mol": 442.6,
  "mol_weight_g_mol": 82.10
}

***

> multiplicity of number 3 (C5H7NS)?

1

***

> Which value of multiplicity does entry 2 give?

1